[1]
# C5H8O

One molecule with the formula C5H8O (wB97M-V/def2-TZVPD, the Open Molecules 2025 dataset).

strongest force on any atom = 1.9 eV/A
highest occupied orbital energy = -8.525 eV
gap between HOMO and LUMO = 0.35270 Eh
energy relative to the best compared isomer or geometry (same formula, charge and spin) = 126.37 kJ/mol

Positions of all 14 atoms, in Å:
C  0.7859  -1.7634  0.4513
C  -0.3305  -0.7096  0.4838
C  0.0197  0.7014  1.0219
C  -0.2933  0.9443  -1.1878
C  -0.8090  -0.2562  -0.9169
H  1.0996  -1.9470  1.4764
H  0.3747  -2.7914  0.1028
H  1.6759  -1.5163  -0.1519
H  -1.1158  -1.2339  1.0159
H  0.9035  0.6108  1.6970
H  -0.8363  1.2013  1.5023
H  -0.2474  1.5147  -2.1553
H  -1.2893  -0.9437  -1.5982
O  0.3998  1.4507  -0.1253

[2]
# CH4N2O2

One molecule with the formula CH4N2O2 (wB97M-V/def2-TZVPD, the Open Molecules 2025 dataset).

strongest force on any atom = 2.7 eV/A
highest occupied orbital energy = -11.003 eV
gap between HOMO and LUMO = 0.43258 Eh
energy relative to the best compared isomer or geometry (same formula, charge and spin) = 300.05 kJ/mol

Positions of all 9 atoms, in Å:
C  -1.7824  0.0157  0.1003
H  -2.6327  -0.6580  -0.1128
H  -1.8619  0.4881  1.0850
H  -1.8954  0.7549  -0.6924
H  -0.4968  -1.5682  0.1758
N  -0.5426  -0.6288  -0.1916
N  0.5961  0.0350  -0.0215
O  1.6172  -0.6034  0.0809
O  0.5337  1.2340  -0.0266

[3]
# C5H12NO2

An isolated ion of composition C5H12NO2 and charge -1 (wB97M-V/def2-TZVPD, the Open Molecules 2025 dataset).

charge = -1
strongest force on any atom = 2.4 eV/A
highest occupied orbital energy = -3.032 eV
gap between HOMO and LUMO = 0.25686 Eh
energy relative to the best compared isomer or geometry (same formula, charge and spin) = 264.60 kJ/mol

Positions of all 20 atoms, in Å:
C  0.0344  -2.4189  -0.0090
N  -0.9800  -1.4475  0.3322
C  -0.6709  0.0040  0.0683
C  0.5031  0.4696  0.9321
C  0.5323  2.0206  1.0612
O  1.0778  2.7169  -0.0263
C  -0.3603  0.1534  -1.4759
O  -0.3681  1.4275  -1.9354
H  1.0277  -2.0937  0.3058
H  -0.1102  -3.3036  0.5907
H  0.1189  -2.6358  -1.0696
H  -1.8114  -1.6598  -0.1980
H  -1.5859  0.5466  0.2474
H  0.4477  0.1118  1.9696
H  1.4261  0.0727  0.5038
H  -0.4685  2.3491  1.3492
H  1.2758  2.2723  1.8400
H  0.5211  -0.5051  -1.6614
H  -1.1927  -0.4214  -1.9638
H  0.5828  2.3410  -0.8609

[4]
# C17H28LuNO2P2

C17H28LuNO2P2 as an isolated structure (wB97M-V/def2-TZVPD, the Open Molecules 2025 dataset).

charge = +2
strongest force on any atom = 4.2 eV/A
highest occupied orbital energy (spin up / spin down) = -13.580 / -13.806 eV
gap between HOMO and LUMO (spin up / spin down) = 0.14535 / 0.19746 Eh
energy relative to the best compared isomer or geometry (same formula, charge and spin) = 472.81 kJ/mol

Positions of all 51 atoms, in Å:
Lu  0.4407  0.7945  -0.1772
P  2.3413  -1.0829  0.5650
C  2.3609  -1.1046  -1.3005
C  1.1368  -1.6495  -1.8910
N  -0.0328  -1.0522  -1.5232
C  -1.2104  -1.4836  -2.0324
C  -1.2290  -2.5427  -2.9531
C  -0.0249  -3.1116  -3.3971
C  1.1615  -2.6239  -2.8701
C  -2.4670  -0.7458  -1.5458
P  -2.2039  0.9245  -0.7573
H  2.1332  -2.9149  -3.2455
H  -2.1967  -2.9092  -3.3360
H  -0.0206  -3.9120  -4.1565
H  -3.1921  -0.6821  -2.3904
H  -2.9930  -1.4030  -0.8137
H  2.3480  0.2805  -1.5236
H  3.3168  -1.5280  -1.6092
H  -0.3781  4.5235  -1.7814
O  2.1354  1.4045  -1.2848
H  2.6018  2.1380  -1.7302
H  -0.8214  1.4749  -1.2068
O  -0.4310  3.8007  -1.1055
H  0.1771  3.7355  -0.3424
C  -2.9218  1.9933  -2.0524
H  -3.8914  1.5625  -2.3071
H  -3.0610  3.0314  -1.7236
H  -2.2792  1.9343  -2.9380
C  -3.5657  0.8635  0.4998
H  -3.4354  1.5909  1.3157
H  -4.5647  1.0486  0.0559
H  -3.6193  -0.1398  0.9583
C  2.2016  -2.8522  0.8986
H  3.1777  -3.3065  0.6926
H  1.9023  -3.0256  1.9387
H  1.4490  -3.2984  0.2395
C  4.0509  -0.6427  0.9870
H  4.0901  -0.3845  2.0543
H  4.7214  -1.4889  0.7927
H  4.3778  0.2395  0.4211
C  -0.3715  1.2764  4.8350
C  -0.4590  0.0109  4.2467
C  -0.2083  -0.1510  2.8691
C  0.0764  0.9738  2.1110
C  0.2374  2.2245  2.6750
C  -0.0192  2.3792  4.0491
H  -0.5689  1.3979  5.9039
H  -0.7126  -0.8618  4.8463
H  -0.2292  -1.1611  2.4426
H  0.5975  3.0879  2.0949
H  0.0725  3.3671  4.5022

[5]
# C6H7NO2S2

C6H7NO2S2 as an isolated structure (wB97M-V/def2-TZVPD, the Open Molecules 2025 dataset).

strongest force on any atom = 4.9 eV/A
highest occupied orbital energy = -7.344 eV
gap between HOMO and LUMO = 0.24361 Eh
energy relative to the best compared isomer or geometry (same formula, charge and spin) = 218.24 kJ/mol

Positions of all 18 atoms, in Å:
C  2.0126  -1.1268  0.4222
C  1.7684  0.1425  1.0347
C  0.8312  -1.7906  0.2970
C  0.4064  0.1449  1.3223
C  -2.8084  0.1303  -0.0226
C  -1.9542  1.0370  -0.8494
N  -0.1430  -0.9578  0.7950
O  0.4409  -3.0541  -0.0659
O  -0.3796  1.1594  1.7713
S  -4.3908  0.2948  0.2808
S  -2.2332  -1.0615  1.1126
H  2.9252  -1.4864  0.1618
H  2.5706  0.8621  1.1943
H  -0.8714  0.8089  -0.4868
H  -2.2875  2.0991  -0.8177
H  -2.1489  0.8064  -1.8677
H  1.1275  -3.4278  -0.6825
H  -0.0159  1.7521  2.3354

[6]
# C19H16Cl2N

An isolated ion of composition C19H16Cl2N and charge +1 (wB97M-V/def2-TZVPD, the Open Molecules 2025 dataset).

charge = +1
strongest force on any atom = 2.0 eV/A
highest occupied orbital energy = -12.058 eV
gap between HOMO and LUMO = 0.28887 Eh
energy relative to the best compared isomer or geometry (same formula, charge and spin) = 0.00 kJ/mol

Positions of all 38 atoms, in Å:
Cl  5.6625  0.5619  -1.2434
C  4.4647  0.4380  -0.0246
C  4.1844  1.5373  0.7947
C  3.1987  1.4191  1.7770
C  2.4868  0.2321  1.9758
C  1.4169  0.2635  3.0747
C  0.1188  -0.5488  2.9840
C  -0.9515  -0.0165  3.7212
C  -2.1884  -0.6580  3.7815
C  -2.3608  -1.8787  3.1158
Cl  -3.8511  -2.7141  3.2379
C  -1.3193  -2.4049  2.3494
C  -0.0921  -1.7279  2.2694
C  2.8227  -0.8730  1.1927
C  3.7641  -0.7572  0.1559
H  4.7246  2.4660  0.6418
H  2.9683  2.2827  2.4000
H  1.0777  1.3102  3.0662
H  -0.8134  0.9273  4.2524
H  -3.0177  -0.2215  4.3307
H  -1.4757  -3.3262  1.7985
H  0.6817  -2.1478  1.6404
H  2.3851  -1.8427  1.3893
H  3.9539  -1.5857  -0.5144
C  2.3803  -2.5127  7.1260
C  2.4863  -1.2313  6.3489
C  3.0945  -0.1345  6.9485
C  3.1624  1.0656  6.2509
C  2.6298  1.1452  4.9811
N  2.0194  0.0789  4.4027
C  1.9643  -1.1122  5.0646
H  1.8352  -3.2854  6.5736
H  3.3780  -2.9071  7.3720
H  1.8604  -2.3469  8.0823
H  3.4801  -0.2395  7.9600
H  3.6155  1.9586  6.6742
H  2.6214  2.0556  4.3856
H  1.4600  -1.9380  4.5564

[7]
# C5H16SSi2

A 2-piece molecular cluster, C5H16SSi2 overall (wB97M-V/def2-TZVPD, the Open Molecules 2025 dataset).

strongest force on any atom = 7.0 eV/A
highest occupied orbital energy = -9.044 eV
gap between HOMO and LUMO = 0.33338 Eh
energy relative to the best compared isomer or geometry (same formula, charge and spin) = 289.65 kJ/mol

Positions of all 24 atoms, in Å:
C  -0.7099  -2.6124  1.1598
C  -1.3401  -0.3120  1.9703
C  -1.9848  -0.3965  -1.4246
C  -1.4163  -1.2862  0.8153
C  -1.1119  -0.7108  -0.5823
Si  3.1335  0.9627  -0.1205
Si  2.0110  2.3164  -1.4965
S  -0.3707  2.1916  -1.4881
H  -1.1209  -3.3843  0.4764
H  -0.8720  -2.7828  2.1407
H  0.3728  -2.4735  1.0289
H  -0.9972  0.6825  1.7880
H  -2.2700  -0.1189  2.5178
H  -0.6157  -0.7499  2.6016
H  -3.0855  -0.5495  -1.4766
H  -1.6455  0.1000  -2.3096
H  -0.6058  3.3137  -2.3940
H  -2.5094  -1.6331  0.9046
H  0.0364  -0.6709  -0.8159
H  4.1916  0.4293  -1.0182
H  2.6683  -0.1871  0.7997
H  3.7741  2.0311  0.8284
H  2.2016  3.6901  -0.8913
H  2.2665  2.1506  -3.0138